{
  "formula": "C35H33ClN4S2Si2Sn",
  "method": "the ωB97M-V functional and the def2-TZVPD basis",
  "total_charge": 2,
  "e_lumo_ha": -0.2428,
  "spin_multiplicity": 1,
  "gap_ev": 5.5,
  "species": ["Sn", "Cl", "S", "S", "Si", "Si", "N", "N", "N", "N", "C", "C", "C", "C", "C", "C", "C", "C", "C", "C", "C", "C", "C", "C", "C", "C", "C", "C", "C", "C", "C", "C", "C", "C", "C", "C", "C", "C", "C", "C", "C", "C", "C", "C", "C", "H", "H", "H", "H", "H", "H", "H", "H", "H", "H", "H", "H", "H", "H", "H", "H", "H", "H", "H", "H", "H", "H", "H", "H", "H", "H", "H", "H", "H", "H", "H", "H", "H"],
  "coordinates": [[0.508895, 0.043357, 2.950511], [2.917527, 0.328678, -1.532645], [-0.055015, 3.562171, 6.206979], [3.155411, -2.005511, 6.410301], [1.876646, 0.159503, -3.525780], [0.884566, 0.174043, -0.853819], [1.815649, -0.639210, 4.690266], [2.130454, -2.888564, 4.057740], [-1.183652, 3.057614, 3.797090], [0.555620, 1.659940, 4.581501], [-2.331735, -0.948819, 2.908562], [1.154296, -3.893008, -3.968433], [1.336356, 1.456699, 5.719896], [-1.548611, -0.483417, 5.031124], [2.775192, -0.367362, 6.779241], [-1.078434, -1.773744, 4.661330], [-0.535140, 1.529025, -4.224507], [1.151581, 2.430082, 6.683081], [0.364359, -3.937283, -5.123287], [-2.307806, 2.730325, -0.302110], [-2.061124, -2.669569, -1.602646], [-0.564155, 4.021835, -1.380370], [1.538956, 2.508216, -5.020337], [-1.250216, 2.578974, -4.811512], [-0.262225, 2.696970, 4.701824], [0.867766, 1.513475, -4.274284], [-1.344128, -1.469697, -1.599479], [-1.859866, 3.934666, -0.870950], [0.456908, -2.575035, -0.423728], [-1.480518, 1.610572, -0.292648], [1.646540, -2.674406, -3.500289], [0.286853, 2.913579, -1.328627], [0.026967, -2.749773, -5.783624], [0.465366, -1.522120, -5.280833], [-0.185673, 1.678757, -0.861223], [2.038095, 0.218850, 5.770844], [-2.318577, 0.031987, 3.947662], [-0.269015, -3.761257, -0.423070], [-1.535600, -3.821531, -1.018505], [1.262223, -1.469209, -4.119017], [0.814142, 3.515918, -5.661957], [-0.063457, -1.412287, -1.029538], [-1.563929, -2.060250, 3.346106], [-0.582522, 3.567120, -5.539356], [2.298713, -1.857278, 4.892268], [1.456101, -2.552108, 0.021716], [2.303842, -2.649191, -2.624933], [-3.049187, -2.694414, -2.063375], [-1.846211, 0.678584, 0.148915], [-1.067788, 0.732728, -3.695415], [-3.312112, 2.657874, 0.121889], [-1.787463, -0.586126, -2.068365], [0.026497, -4.899181, -5.514263], [-2.882648, 0.964387, 3.964807], [2.626820, 2.463561, -5.092440], [1.315853, 3.000409, -1.690418], [-0.579790, -2.771399, -6.691550], [1.285967, 0.118779, 0.591860], [2.562272, -3.768019, 4.305644], [3.048572, 0.137329, 7.700527], [0.188382, -0.594199, -5.786087], [-1.423488, -2.999239, 2.807190], [1.398357, -4.811035, -3.427361], [-2.891549, -0.880837, 1.975496], [1.342317, 4.256825, -6.267304], [-2.334574, 2.600742, -4.710238], [1.585884, -2.794709, 3.207709], [-0.541435, -2.465647, 5.310498], [-0.215175, 4.951928, -1.822718], [1.676664, 2.452352, 7.630561], [-2.119407, -4.746311, -0.989115], [-1.436199, -0.012651, 6.004976], [-2.528304, 4.799785, -0.908294], [0.158007, -4.655914, 0.035662], [-1.150958, 4.357422, -6.036066], [-1.735369, 3.877621, 3.995369], [3.223712, 0.285665, -4.108609], [-1.245291, 2.601926, 2.890014]],
  "forces_ev_per_a": [[-2.108, -0.801, 1.886], [-0.744, -0.029, -0.322], [0.092, -0.336, -0.417], [-0.290, 0.153, -0.442], [1.364, 0.013, -3.874], [-1.541, -0.374, 3.544], [0.409, -0.477, -0.057], [0.326, -0.195, -0.036], [0.211, 0.203, -0.046], [-0.258, 0.538, -0.163], [0.293, 0.048, 0.145], [0.249, 0.076, 0.000], [-1.128, 2.423, 0.823], [0.111, -0.365, -0.488], [-0.891, 1.332, -0.843], [-0.049, 0.579, -0.148], [-0.111, 0.463, 0.158], [0.670, -1.533, -0.819], [0.023, 0.300, 0.068], [0.149, 0.270, -0.020], [-0.145, 0.111, 0.020], [0.086, -0.087, 0.204], [-0.208, -0.035, 0.329], [0.105, -0.460, 0.015], [0.588, -0.228, 0.409], [-0.213, 0.556, 0.350], [0.142, -0.165, -0.273], [-0.050, -0.310, 0.062], [-0.070, 0.096, -0.198], [0.214, -0.208, -0.213], [-0.428, 0.005, -0.140], [-0.353, 0.026, -0.138], [0.254, -0.074, 0.125], [-0.128, 0.176, 0.275], [0.179, 0.834, -0.392], [1.394, -2.169, 0.895], [0.410, -0.263, -0.331], [0.006, -0.136, 0.038], [0.188, 0.328, 0.188], [-0.175, -1.117, 0.698], [-0.044, -0.120, -0.027], [0.126, -0.350, -0.261], [0.221, 0.362, -0.323], [0.331, -0.209, 0.059], [0.098, 0.873, 0.603], [-0.266, -0.043, -0.073], [-0.278, -0.122, -0.262], [0.259, -0.007, 0.140], [0.086, 0.250, -0.216], [0.112, 0.335, -0.170], [0.316, 0.051, -0.144], [0.154, -0.311, 0.179], [0.035, 0.331, 0.161], [0.146, -0.364, -0.039], [-0.279, 0.174, -0.054], [-0.393, 0.057, -0.044], [0.227, -0.018, 0.305], [0.409, -0.122, -0.775], [-0.253, 0.073, -0.362], [0.078, -0.439, -0.130], [0.011, -0.363, 0.110], [-0.100, 0.326, 0.179], [-0.014, 0.272, -0.310], [0.191, -0.052, 0.286], [-0.205, -0.240, 0.238], [0.245, 0.013, -0.125], [0.105, -0.196, 0.406], [-0.132, 0.236, -0.237], [-0.027, -0.145, 0.157], [-0.328, 0.245, -0.082], [0.279, 0.347, -0.107], [0.083, -0.105, -0.233], [0.270, -0.325, -0.013], [-0.150, 0.283, -0.115], [0.232, -0.239, 0.220], [-0.045, -0.117, -0.341], [0.032, 0.241, 0.054], [-0.106, 0.248, 0.474]],
  "lowdin_charge": [1.420, 0.604, 1.116, 1.117, 0.537, 0.369, -0.106, 0.132, 0.129, -0.103, -0.229, -0.063, -0.332, -0.191, -0.307, -0.200, -0.108, -0.307, -0.048, -0.065, -0.043, -0.057, -0.080, -0.054, -0.662, -0.340, -0.084, -0.051, -0.127, -0.107, -0.110, -0.105, -0.050, -0.072, -0.325, -0.323, -0.205, -0.069, -0.039, -0.316, -0.049, -0.326, -0.221, -0.042, -0.672, 0.106, 0.099, 0.120, 0.093, 0.098, 0.117, 0.100, 0.118, 0.090, 0.103, 0.102, 0.119, -0.154, 0.120, 0.095, 0.106, 0.089, 0.116, 0.089, 0.119, 0.117, 0.089, 0.100, 0.118, 0.093, 0.124, 0.107, 0.119, 0.117, 0.121, 0.118, 0.007, 0.089]
}


{
  "formula": "C11H22F8N2O10S4",
  "method": "the ωB97M-V functional and the def2-TZVPD basis",
  "smiles": "CNCN(S(=O)(=O)F)S(=O)(=O)C(F)(F)C(F)(F)C(F)(F)F.CCOS(C)(=O)=O.CCOS(C)(=O)=O",
  "e_lumo_ha": -0.0916,
  "spin_multiplicity": 1,
  "gap_ev": 7.6,
  "species": ["S", "S", "S", "S", "F", "F", "F", "F", "F", "F", "F", "F", "O", "O", "O", "O", "O", "O", "O", "O", "O", "O", "N", "N", "C", "C", "C", "C", "C", "C", "C", "C", "C", "C", "C", "H", "H", "H", "H", "H", "H", "H", "H", "H", "H", "H", "H", "H", "H", "H", "H", "H", "H", "H", "H", "H", "H"],
  "coordinates": [[2.531387, -1.440060, -5.630761], [0.582412, -1.056966, -0.503539], [-1.405545, -0.124326, 5.012422], [-2.612731, 2.265711, 3.864571], [-1.408369, 6.125946, 5.111635], [-1.821132, -1.415025, 6.118018], [-1.273802, 6.679940, 2.451677], [-0.122922, 4.615654, 2.796902], [-3.597825, 5.745498, 4.227146], [-3.190716, 3.737690, 6.083355], [-0.830432, 3.591901, 5.634209], [-2.346732, 4.690347, 1.657963], [-3.976019, 2.686901, 3.188966], [1.531636, -2.211174, -6.336512], [-0.798764, -0.759783, 3.738852], [-0.313414, -2.120895, -0.906574], [1.042488, -0.047342, -1.431545], [3.769445, -1.134556, -6.645790], [-0.258552, 0.659090, 5.715349], [3.063671, -1.859067, -4.350920], [1.875537, -1.707561, 0.245430], [-1.590186, 1.999725, 2.734160], [-2.869927, 0.791162, 4.762632], [-3.935576, -0.348410, 2.740415], [-2.157281, 3.721035, 4.989547], [3.516635, -2.104172, -1.499800], [2.623318, -2.707406, -0.431970], [-5.081264, -1.287592, 2.307718], [4.740308, -2.148960, -6.860599], [1.947820, 0.230033, -5.482400], [-4.007847, -0.043411, 4.219871], [-1.484732, 5.217747, 2.763571], [-2.206149, 5.181155, 4.243415], [4.217237, -3.230311, -7.787554], [-0.108458, -0.240897, 0.913678], [-0.975822, 0.333858, 0.581992], [-0.413537, -0.993240, 1.642894], [4.124521, -1.293980, -1.084656], [4.177840, -2.863727, -1.926302], [-3.076487, -0.875355, 2.470398], [5.011286, -3.936479, -8.046073], [0.642054, 0.429909, 1.336255], [5.076743, -2.572138, -5.908157], [-5.353995, -1.022516, 1.191319], [1.959418, -3.469023, -0.854566], [-4.010067, -1.063811, 4.792485], [3.405626, -3.793232, -7.316898], [3.815734, -2.792229, -8.706879], [5.607843, -1.669257, -7.325464], [2.923392, -1.677916, -2.314341], [1.722915, 0.615849, -6.478585], [-4.619361, -2.383448, 2.412029], [-5.064156, 0.477353, 4.403225], [-6.002081, -1.248471, 3.030722], [1.040083, 0.217108, -4.875336], [2.716257, 0.832660, -4.995374], [3.248273, -3.203533, 0.317777]],
  "forces_ev_per_a": [[0.017, 0.343, -0.370], [0.343, -0.054, 0.541], [8.466, -0.830, -0.801], [-2.259, -0.035, -9.133], [-2.607, -3.274, -2.852], [-0.020, 3.024, -2.521], [-0.752, -5.114, 1.000], [-5.224, 1.858, -0.150], [4.926, -2.255, -0.243], [3.331, -0.155, -3.478], [-4.447, 0.182, -2.315], [3.441, 1.676, 4.273], [4.993, -1.395, 4.286], [0.881, 0.307, 0.779], [-3.963, 1.603, 4.695], [0.796, 0.775, -0.095], [-0.474, -0.894, 0.280], [-0.973, 0.459, 0.755], [-5.899, -2.350, -1.954], [-0.379, -0.121, -1.478], [-1.266, 0.785, 0.068], [-2.583, 1.217, 5.293], [0.510, -0.648, 0.281], [-0.481, -0.511, 0.637], [0.588, 1.008, 4.669], [-0.216, 0.314, -0.173], [0.836, -0.692, -0.688], [0.723, -0.788, 0.236], [0.628, -0.903, -0.295], [0.129, 0.077, -0.099], [-2.154, -1.861, -0.975], [1.099, 2.218, -2.751], [-0.595, 2.741, 1.424], [-0.297, -0.248, -0.007], [0.151, -0.163, -0.041], [0.144, -0.094, -0.099], [0.171, 0.134, -0.296], [-0.013, -0.176, 0.075], [-0.105, 0.045, 0.065], [-0.674, 0.838, 0.780], [-0.013, 0.136, 0.034], [-0.109, -0.125, -0.074], [-0.152, 0.123, -0.006], [0.392, -0.721, 2.460], [-0.077, 0.172, 0.064], [0.230, 2.032, -0.343], [0.126, 0.071, -0.058], [0.143, -0.025, 0.116], [-0.280, 0.234, 0.176], [0.225, -0.206, 0.388], [0.064, -0.138, 0.118], [-1.443, 2.113, -0.549], [2.657, -0.820, -0.205], [1.704, 0.220, -1.530], [0.159, -0.181, -0.021], [-0.086, -0.150, -0.061], [-0.331, 0.221, 0.170]],
  "nbo_charge": [2.354, 2.349, 2.258, 1.999, -0.300, -0.450, -0.317, -0.297, -0.288, -0.310, -0.285, -0.293, -0.790, -0.919, -0.804, -0.931, -0.932, -0.714, -0.778, -0.936, -0.714, -0.805, -0.827, -0.655, 0.459, -0.645, -0.078, -0.447, -0.077, -0.878, -0.097, 0.935, 0.588, -0.641, -0.880, 0.256, 0.259, 0.207, 0.213, 0.380, 0.214, 0.259, 0.194, 0.238, 0.193, 0.224, 0.226, 0.217, 0.193, 0.250, 0.251, 0.197, 0.261, 0.207, 0.266, 0.253, 0.189]
}